{"formula": "C34H58N4O3PPt", "method": "ωB97M-V with the def2-TZVPD basis set", "elements": ["Pt", "P", "O", "O", "O", "N", "N", "N", "N", "C", "C", "C", "C", "C", "C", "C", "C", "C", "C", "C", "C", "C", "C", "C", "C", "C", "C", "C", "C", "C", "C", "C", "C", "C", "C", "C", "C", "C", "C", "C", "C", "C", "C", "H", "H", "H", "H", "H", "H", "H", "H", "H", "H", "H", "H", "H", "H", "H", "H", "H", "H", "H", "H", "H", "H", "H", "H", "H", "H", "H", "H", "H", "H", "H", "H", "H", "H", "H", "H", "H", "H", "H", "H", "H", "H", "H", "H", "H", "H", "H", "H", "H", "H", "H", "H", "H", "H", "H", "H", "H", "H"], "xyz": [[-1.215, 0.103, -0.321], [-4.342, -0.844, 0.111], [-0.874, -1.250, 1.142], [-1.067, 1.530, -1.739], [-3.222, -0.093, -0.580], [0.686, 0.357, -0.205], [-4.485, -2.342, -0.530], [-5.728, -0.013, -0.141], [-4.088, -0.952, 1.721], [-1.667, 4.240, -2.922], [-0.503, 3.591, -3.689], [1.148, 1.405, -0.918], [-0.743, -2.224, 4.054], [-6.819, 0.063, 0.816], [2.445, 1.968, -0.857], [2.311, -2.480, 2.257], [2.781, 2.993, -1.687], [0.946, -2.352, 2.226], [0.408, -1.400, 1.305], [-4.378, -2.129, 2.523], [5.161, -2.527, 0.075], [3.224, -1.750, 1.441], [-0.949, -4.011, 2.288], [-3.727, 0.244, 2.473], [4.396, 4.167, -0.185], [1.322, -0.573, 0.557], [4.373, 4.755, -2.599], [1.801, 3.464, -2.621], [2.715, -0.800, 0.606], [-5.756, -3.036, -0.668], [4.728, -2.023, 1.459], [0.512, 3.019, -2.703], [5.221, 2.527, -1.892], [5.475, -0.721, 1.784], [0.135, 1.980, -1.788], [-3.312, -3.174, -0.767], [-6.053, 0.463, -1.481], [-1.029, 2.473, -4.603], [4.176, 3.614, -1.600], [5.117, -3.073, 2.501], [0.030, -3.176, 3.129], [0.128, 4.664, -4.578], [0.824, -4.142, 4.011], [-3.284, -4.019, -0.072], [3.139, 1.626, -0.106], [-3.543, -2.332, 3.195], [6.198, -3.217, 2.477], [4.849, -2.763, 3.513], [-0.407, -4.687, 1.623], [4.277, 4.416, -3.632], [6.550, -0.903, 1.806], [5.287, 0.050, 1.035], [5.078, 2.101, -2.886], [-6.499, -0.302, 1.789], [-1.568, -4.619, 2.951], [-1.303, 5.039, -2.273], [-5.831, -3.870, 0.038], [1.383, -4.869, 3.419], [5.389, 4.613, -0.113], [-7.143, 1.100, 0.925], [-6.585, -2.357, -0.489], [6.225, 2.952, -1.843], [1.517, -3.618, 4.671], [5.378, 5.162, -2.481], [4.655, -4.040, 2.298], [-5.167, 0.437, -2.111], [-5.280, -1.987, 3.127], [4.957, -1.791, -0.704], [3.667, 5.571, -2.431], [-1.601, -3.381, 1.688], [-4.467, 0.440, 3.254], [0.956, 4.269, -5.170], [-2.206, 3.516, -2.315], [-2.367, 4.679, -3.634], [-1.415, -2.795, 4.697], [-2.401, -2.591, -0.641], [-1.546, 1.698, -4.042], [-1.731, 2.897, -5.323], [-6.406, 1.495, -1.428], [-0.625, 5.033, -5.273], [2.103, 4.254, -3.291], [-2.747, 0.123, 2.938], [3.660, 4.935, 0.055], [6.234, -2.729, 0.071], [5.175, -0.330, 2.757], [0.129, -4.697, 4.641], [0.486, 5.518, -4.000], [4.640, -3.449, -0.186], [5.168, 1.715, -1.164], [-0.056, -1.669, 4.696], [-4.518, -2.999, 1.886], [-7.680, -0.529, 0.488], [-0.211, 2.015, -5.162], [2.731, -3.207, 2.933], [3.366, -0.268, -0.069], [-3.690, 1.108, 1.811], [-3.336, -3.565, -1.786], [-5.851, -3.437, -1.680], [-1.332, -1.510, 3.482], [-6.836, -0.148, -1.938], [4.330, 3.386, 0.573]], "forces_ev_per_a": [[0.0, 0.0, 0.0], [0.0, 0.0, 0.0], [0.1, 0.0, 0.0], [0.0, 0.0, 0.0], [0.0, 0.0, 0.1], [0.0, -0.1, 0.0], [0.0, 0.0, 0.0], [0.0, 0.0, 0.0], [0.0, 0.0, 0.0], [0.0, 0.0, 0.0], [0.0, 0.0, 0.0], [0.1, 0.1, 0.0], [0.0, 0.0, 0.0], [0.0, 0.0, 0.0], [-0.1, 0.0, 0.0], [0.0, 0.0, 0.0], [0.0, 0.0, 0.0], [0.0, 0.0, 0.0], [0.0, 0.0, 0.0], [0.0, 0.0, 0.0], [0.0, 0.0, 0.0], [0.0, 0.0, 0.0], [0.0, 0.0, 0.0], [0.0, 0.0, 0.0], [0.0, 0.0, 0.0], [0.1, 0.0, 0.0], [0.0, 0.0, 0.0], [0.0, 0.0, 0.0], [0.0, 0.0, 0.0], [0.0, 0.0, 0.0], [0.0, 0.0, 0.0], [0.0, 0.0, 0.0], [0.0, 0.0, 0.0], [0.0, 0.0, 0.0], [0.0, 0.0, 0.0], [0.0, 0.0, 0.0], [0.0, 0.0, 0.0], [0.0, 0.0, 0.0], [0.0, 0.0, 0.0], [0.0, 0.0, 0.0], [0.0, 0.0, 0.0], [0.0, 0.0, 0.0], [0.0, 0.0, 0.0], [0.0, 0.0, 0.0], [0.0, 0.0, 0.0], [0.0, 0.0, 0.0], [0.0, 0.0, 0.0], [0.0, 0.0, 0.0], [0.0, 0.0, 0.0], [0.0, 0.0, 0.0], [0.0, 0.0, 0.0], [0.0, 0.0, 0.0], [0.0, 0.0, 0.0], [0.0, 0.0, 0.0], [0.0, 0.0, 0.0], [0.0, 0.0, 0.0], [0.0, 0.0, 0.0], [0.0, 0.0, 0.0], [0.0, 0.0, 0.0], [0.0, 0.0, 0.0], [0.0, 0.0, 0.0], [0.0, 0.0, 0.0], [0.0, 0.0, 0.0], [0.0, 0.0, 0.0], [0.0, 0.0, 0.0], [0.0, 0.0, 0.0], [0.0, 0.0, 0.0], [0.0, 0.0, 0.0], [0.0, 0.0, 0.0], [0.0, 0.0, 0.0], [0.0, 0.0, 0.0], [0.0, 0.0, 0.0], [0.0, 0.0, 0.0], [0.0, 0.0, 0.0], [0.0, 0.0, 0.0], [0.0, 0.0, 0.0], [0.0, 0.0, 0.0], [0.0, 0.0, 0.0], [0.0, 0.0, 0.0], [0.0, 0.0, 0.0], [0.0, 0.0, 0.0], [0.0, 0.0, 0.0], [0.0, 0.0, 0.0], [0.0, 0.0, 0.0], [0.0, 0.0, 0.0], [0.0, 0.0, 0.0], [0.0, 0.0, 0.0], [0.0, 0.0, 0.0], [0.0, 0.0, 0.0], [0.0, 0.0, 0.0], [0.0, 0.0, 0.0], [0.0, 0.0, 0.0], [0.0, 0.0, 0.0], [0.0, 0.0, 0.0], [0.0, 0.0, 0.0], [0.0, 0.0, 0.0], [0.0, 0.0, 0.0], [0.0, 0.0, 0.0], [0.0, 0.0, 0.0], [0.0, 0.0, 0.0], [0.0, 0.0, 0.0]], "molar_mass_g_mol": 796.915, "homo_ev": [-10.34, -10.34], "total_charge": 1, "de_lowest_kj_mol": 0.00, "orbital_gap_ev": [5.615, 5.654]}


{"formula": "C3H8O", "method": "ωB97M-V with the def2-TZVPD basis set", "elements": ["O", "C", "C", "C", "H", "H", "H", "H", "H", "H", "H", "H"], "xyz": [[0.814, 0.635, -0.531], [-1.471, 0.123, 0.179], [1.603, 0.033, 0.462], [-0.359, -0.088, -0.842], [-2.358, -0.457, -0.097], [-1.166, -0.193, 1.182], [-0.680, 0.278, -1.823], [1.049, -0.137, 1.397], [2.430, 0.717, 0.671], [-0.131, -1.161, -0.948], [-1.747, 1.181, 0.225], [2.014, -0.931, 0.124]], "forces_ev_per_a": [[0.0, 0.1, -0.1], [0.0, 0.0, 0.1], [0.2, -0.1, 0.2], [-0.2, -0.1, -0.1], [0.1, 0.1, 0.0], [-0.1, 0.0, -0.1], [0.0, -0.1, 0.1], [0.1, 0.0, -0.1], [-0.1, -0.1, 0.0], [0.0, 0.1, 0.0], [0.0, -0.1, 0.0], [-0.1, 0.1, 0.0]], "molar_mass_g_mol": 60.096, "homo_ev": -9.78, "total_charge": 0, "de_lowest_kj_mol": 56.11, "orbital_gap_ev": 10.934}


{"formula": "H28O14", "method": "ωB97M-V with the def2-TZVPD basis set", "elements": ["O", "O", "O", "O", "O", "O", "O", "O", "O", "O", "O", "O", "O", "O", "H", "H", "H", "H", "H", "H", "H", "H", "H", "H", "H", "H", "H", "H", "H", "H", "H", "H", "H", "H", "H", "H", "H", "H", "H", "H", "H", "H"], "xyz": [[1.673, 3.238, 0.233], [2.020, -1.570, 2.367], [-0.699, 2.651, -1.326], [3.653, 1.557, -0.255], [2.259, -2.107, -0.396], [0.820, 1.551, 2.368], [-2.875, 0.456, -1.732], [-0.651, -0.850, -3.118], [2.060, -0.274, -2.666], [-1.831, 2.414, 2.019], [0.029, 0.214, -0.297], [-0.952, -2.941, -0.743], [-3.177, -1.455, 0.127], [-1.477, -0.448, 1.980], [4.514, 1.154, -0.140], [2.100, -1.921, 0.529], [1.312, 2.505, 0.731], [-2.395, 2.700, 1.300], [-0.825, -3.431, -1.556], [-2.209, -0.710, 1.422], [-2.744, -2.206, -0.277], [0.883, 0.820, 2.983], [-2.638, 1.277, -1.302], [-1.968, 1.468, 2.069], [2.304, -0.787, -1.895], [-3.134, -0.124, -1.016], [0.083, 3.019, -0.913], [-1.582, -0.973, 2.774], [-3.764, -1.838, 0.779], [-0.269, -2.271, -0.758], [1.204, -0.618, -2.921], [2.105, -0.998, 3.129], [-0.620, 1.707, -1.189], [1.217, -2.066, 2.527], [-0.089, 1.843, 2.435], [2.478, 2.893, -0.154], [-1.319, -1.219, -3.695], [-0.674, -0.081, 0.281], [0.832, -0.087, 0.129], [-1.138, -0.547, -2.351], [2.201, -3.060, -0.463], [3.281, 1.114, -1.018]], "forces_ev_per_a": [[-0.5, 0.9, -0.5], [0.5, -0.1, -0.5], [-1.2, 0.4, -0.6], [0.4, -0.2, 0.0], [0.0, 0.0, -0.7], [0.7, 0.1, 0.2], [0.1, 0.2, -0.6], [0.5, -0.5, -0.5], [1.0, 0.5, -0.2], [-0.2, 0.5, 0.3], [-0.1, -0.4, -0.9], [-0.5, -0.5, 0.2], [-0.6, 0.4, 0.1], [0.5, 1.0, 0.1], [0.2, 0.0, 0.1], [0.2, 0.3, 0.8], [0.0, -0.4, 0.6], [0.1, 0.2, -0.3], [0.1, -0.1, -0.3], [-0.6, -0.5, -0.5], [0.9, -0.6, -0.3], [0.0, -0.3, 0.0], [0.2, 0.5, -0.1], [-0.1, -0.8, 0.1], [-0.1, -0.5, 0.3], [-0.3, -0.4, 0.4], [0.6, 0.2, 0.4], [0.1, -0.5, 0.7], [-0.5, -0.1, 0.4], [0.4, 0.6, 0.0], [-0.7, 0.1, -0.1], [0.1, 0.3, 0.3], [0.5, -0.3, 0.1], [-0.8, -0.3, 0.2], [-0.5, 0.4, -0.2], [0.3, -0.1, 0.1], [-0.1, 0.0, -0.1], [0.0, 0.0, 0.7], [0.3, 0.1, 0.3], [-0.3, 0.5, 0.5], [0.0, -0.3, -0.1], [-0.4, -0.2, -0.5]], "spin_multiplicity": 2, "s_squared": 0.750, "molar_mass_g_mol": 252.210, "homo_ev": [-0.46, -7.44], "total_charge": -1, "de_lowest_kj_mol": 0.00, "orbital_gap_ev": [3.129, 9.993]}


{"formula": "C27H22N7OPdS2Te", "method": "ωB97M-V with the def2-TZVPD basis set", "elements": ["Te", "Pd", "S", "S", "O", "N", "N", "N", "N", "N", "N", "N", "C", "C", "C", "C", "C", "C", "C", "C", "C", "C", "C", "C", "C", "C", "C", "C", "C", "C", "C", "C", "C", "C", "C", "C", "C", "C", "C", "H", "H", "H", "H", "H", "H", "H", "H", "H", "H", "H", "H", "H", "H", "H", "H", "H", "H", "H", "H", "H", "H"], "xyz": [[-2.886, -1.051, 0.251], [-0.263, -0.095, 0.060], [-1.404, 0.449, -4.676], [-1.753, -3.452, 2.255], [1.735, 0.873, -0.452], [0.108, -0.573, 2.204], [0.786, -2.044, 0.013], [3.615, 2.098, -0.627], [-2.369, 3.578, -1.327], [3.213, 0.870, 1.278], [-1.178, 2.152, -0.068], [-0.872, 0.322, -2.178], [-3.049, -2.454, 1.701], [-1.475, 3.219, 0.683], [-1.515, 1.523, -2.401], [1.850, -3.942, -0.979], [0.209, -0.155, 4.555], [1.281, -2.419, 1.217], [-4.069, -3.792, 3.299], [2.810, 1.263, 0.051], [-2.732, 5.334, 0.436], [-0.268, 0.111, 3.269], [-2.779, -4.263, 3.343], [0.943, -1.628, 2.371], [2.291, -3.144, 3.753], [2.580, -3.903, 2.677], [-1.877, 1.748, -3.709], [1.452, -1.987, 3.628], [2.357, -4.331, 0.233], [1.067, -2.786, -1.040], [1.086, -1.194, 4.731], [-1.100, 3.534, 2.020], [-1.559, 4.704, 2.534], [-2.259, 4.157, -0.082], [2.078, -3.560, 1.377], [-1.703, 2.405, -1.292], [-2.376, 5.591, 1.761], [-0.753, -0.329, -3.294], [-4.232, -2.767, 2.358], [3.346, 2.367, -1.556], [-4.862, -4.182, 3.919], [-0.292, -1.300, -3.383], [-0.445, 2.878, 2.574], [-1.009, 0.884, 3.107], [2.670, -3.403, 4.733], [-5.171, -2.269, 2.157], [-3.333, 6.031, -0.131], [-1.302, 4.999, 3.542], [2.961, -5.225, 0.323], [-2.395, -5.058, 3.963], [-2.714, 6.509, 2.224], [4.087, 1.160, 1.680], [-0.119, 0.453, 5.387], [-2.847, 3.975, -2.122], [2.044, -4.506, -1.880], [4.513, 2.390, -0.284], [1.486, -1.424, 5.711], [0.660, -2.462, -1.987], [-2.374, 2.605, -4.138], [2.642, 0.221, 1.787], [3.193, -4.790, 2.774]], "forces_ev_per_a": [[0.0, 0.2, 0.0], [-0.2, -0.3, 0.0], [0.0, 0.0, 0.0], [-0.1, 0.0, 0.1], [-0.1, 0.2, 0.0], [0.2, 0.1, 0.0], [0.0, 0.0, 0.0], [0.0, 0.0, 0.0], [0.0, 0.0, 0.0], [-0.1, 0.1, 0.0], [0.0, 0.0, 0.0], [0.1, 0.1, 0.0], [0.1, 0.0, 0.0], [0.1, 0.0, -0.1], [0.0, 0.0, 0.0], [0.0, 0.0, 0.0], [0.0, 0.0, 0.0], [0.1, 0.0, 0.0], [0.0, 0.0, 0.0], [0.1, -0.1, 0.0], [0.0, 0.0, 0.0], [-0.1, -0.1, 0.0], [0.0, 0.0, 0.0], [0.1, 0.1, 0.0], [0.0, 0.0, 0.0], [0.0, 0.0, 0.0], [0.0, 0.0, 0.0], [0.0, 0.0, 0.0], [0.0, 0.0, 0.0], [0.0, 0.0, 0.0], [0.0, 0.0, 0.0], [0.0, 0.0, 0.0], [0.1, -0.1, 0.0], [0.0, 0.0, 0.0], [0.0, 0.1, 0.0], [0.0, 0.0, 0.0], [0.0, 0.0, -0.1], [0.0, 0.0, 0.0], [0.0, -0.1, -0.1], [0.0, 0.0, 0.0], [0.0, 0.0, 0.0], [0.0, 0.0, 0.0], [0.0, 0.0, 0.0], [0.1, 0.0, 0.0], [0.0, 0.0, 0.0], [0.0, 0.0, 0.0], [0.0, 0.0, 0.0], [0.0, 0.0, 0.0], [0.0, 0.0, 0.0], [0.0, 0.0, 0.0], [0.0, 0.0, 0.0], [0.0, 0.0, 0.0], [0.0, 0.0, 0.0], [0.0, 0.0, 0.0], [0.0, 0.0, 0.0], [0.0, 0.0, 0.0], [0.0, 0.0, 0.0], [0.0, 0.0, 0.0], [0.0, 0.0, 0.0], [0.0, 0.0, 0.0], [0.0, 0.0, 0.0]], "spin_multiplicity": 5, "s_squared": 6.055, "molar_mass_g_mol": 758.675, "homo_ev": [-15.56, -16.32], "total_charge": 3, "de_lowest_kj_mol": 0.00, "orbital_gap_ev": [6.726, 4.427]}


{"formula": "C31H36As2PPd", "method": "ωB97M-V with the def2-TZVPD basis set", "elements": ["Pd", "As", "As", "P", "C", "C", "C", "C", "C", "C", "C", "C", "C", "C", "C", "C", "C", "C", "C", "C", "C", "C", "C", "C", "C", "C", "C", "C", "C", "C", "C", "C", "C", "C", "C", "H", "H", "H", "H", "H", "H", "H", "H", "H", "H", "H", "H", "H", "H", "H", "H", "H", "H", "H", "H", "H", "H", "H", "H", "H", "H", "H", "H", "H", "H", "H", "H", "H", "H", "H", "H"], "xyz": [[0.400, 0.282, -0.687], [0.725, -2.065, -1.734], [1.980, 0.865, -2.390], [-1.006, 0.404, 1.116], [0.021, -2.800, -3.392], [-2.662, 2.380, 0.036], [-1.799, 2.046, 1.092], [-4.350, -1.588, 2.452], [0.171, 0.357, 2.473], [1.230, 1.074, -4.171], [-3.064, 1.385, -1.020], [3.450, -3.039, -2.226], [-2.789, 4.638, 0.910], [-2.326, -1.963, 0.633], [-1.930, 4.304, 1.944], [2.460, 0.934, 2.897], [-2.340, -0.801, 1.401], [4.786, -2.916, -2.591], [-3.147, 3.682, -0.030], [1.371, 0.927, 2.038], [0.053, -0.211, 3.733], [1.154, -0.201, 4.581], [5.302, -1.677, -2.936], [2.624, -1.923, -2.192], [-3.380, -0.596, 2.329], [3.164, 2.382, -2.223], [-3.301, -2.937, 0.770], [-1.436, 3.011, 2.028], [0.700, -3.638, -0.600], [1.401, 1.525, 0.653], [3.153, -0.670, -2.532], [4.485, -0.555, -2.907], [2.346, 0.371, 4.163], [-3.530, 0.649, 3.167], [-4.319, -2.745, 1.690], [-1.541, -2.083, -0.100], [-0.908, -3.326, -3.176], [2.557, 3.272, -2.076], [2.429, 1.556, 0.300], [-3.996, 1.454, 2.595], [-1.644, 5.041, 2.683], [-0.871, -0.683, 4.042], [1.073, 2.131, -4.381], [0.272, 0.560, -4.216], [-5.154, -1.442, 3.164], [3.066, -4.017, -1.965], [0.737, -3.490, -3.833], [3.403, 1.363, 2.578], [1.048, -4.510, -1.150], [3.205, 0.365, 4.822], [-3.651, 0.564, -0.603], [-3.180, 5.645, 0.829], [-4.163, 0.443, 4.029], [-0.318, -3.818, -0.264], [1.910, 0.654, -4.910], [3.776, 2.505, -3.115], [5.422, -3.792, -2.602], [-0.191, -1.995, -4.094], [3.808, 2.241, -1.358], [-0.771, 2.748, 2.843], [1.031, 2.552, 0.669], [-2.579, 1.032, 3.532], [1.333, -3.468, 0.269], [1.084, -0.652, 5.562], [4.901, 0.410, -3.172], [-3.818, 3.949, -0.838], [-3.270, -3.832, 0.163], [-3.657, 1.865, -1.796], [6.341, -1.580, -3.222], [-5.094, -3.490, 1.813], [-2.187, 0.939, -1.499]], "forces_ev_per_a": [[0.3, -0.4, 0.2], [0.0, 0.4, -0.1], [0.1, 0.0, -0.1], [-0.7, -0.3, -0.1], [-0.1, 0.0, 0.0], [0.0, 0.0, 0.0], [0.2, 0.0, -0.1], [0.0, 0.0, 0.0], [0.1, 0.1, 0.0], [0.0, 0.0, 0.0], [0.0, 0.0, 0.0], [0.1, 0.0, -0.1], [0.0, 0.0, 0.0], [0.0, 0.0, 0.0], [0.0, 0.0, 0.0], [0.0, 0.0, 0.0], [-0.1, 0.1, 0.2], [0.0, 0.0, 0.0], [0.0, 0.0, 0.0], [-0.1, 0.0, -0.1], [0.0, 0.0, 0.0], [0.0, 0.0, 0.0], [0.0, 0.0, 0.0], [0.0, 0.1, 0.0], [0.0, 0.1, 0.0], [0.0, 0.0, 0.0], [0.0, 0.0, 0.0], [0.0, 0.0, 0.0], [0.0, 0.0, 0.0], [0.3, 0.2, 0.0], [-0.1, -0.1, 0.1], [0.1, 0.0, 0.0], [0.0, 0.0, 0.0], [0.0, -0.1, 0.0], [0.0, 0.0, 0.0], [0.0, 0.0, 0.0], [0.0, 0.0, 0.0], [0.0, 0.0, 0.0], [0.1, 0.1, 0.1], [0.0, 0.0, 0.0], [0.0, 0.0, 0.0], [0.0, 0.0, 0.0], [0.0, 0.0, 0.0], [0.0, 0.0, 0.0], [0.0, 0.0, 0.0], [0.0, 0.0, 0.0], [0.0, 0.0, 0.0], [0.0, 0.0, 0.0], [0.0, 0.0, 0.0], [0.0, 0.0, 0.0], [0.0, 0.0, 0.0], [0.0, 0.0, 0.0], [0.0, 0.0, 0.0], [0.0, 0.0, 0.0], [0.0, 0.0, 0.0], [0.0, 0.0, 0.0], [0.0, 0.0, 0.0], [0.0, 0.0, 0.0], [0.0, 0.0, 0.0], [0.0, 0.0, 0.0], [-0.1, 0.0, -0.1], [0.0, 0.0, 0.0], [0.0, 0.0, 0.0], [0.0, 0.0, 0.0], [0.0, 0.0, 0.0], [0.0, 0.0, 0.0], [0.0, 0.0, 0.0], [0.0, 0.0, 0.0], [0.0, 0.0, 0.0], [0.0, 0.0, 0.0], [0.1, 0.0, 0.0]], "molar_mass_g_mol": 695.867, "homo_ev": -10.86, "total_charge": 1, "de_lowest_kj_mol": 38.04, "orbital_gap_ev": 8.045}